129
Properties=species:S:1:pos:R:3 method="wB97M-V/def2-TZVPD" gap_ev="8.555 / 4.108" spin_multiplicity=2 total_energy_ha=-2418.705383 total_charge=+1
Mg -1.132 2.404 2.152
C 0.182 1.120 -1.018
C 0.095 0.326 0.266
O -0.935 0.654 1.160
H 0.872 0.624 -1.700
H 0.482 2.154 -0.845
H -0.720 1.234 -1.619
H 1.015 0.507 0.822
H 0.081 -0.742 0.049
C -0.004 5.509 -0.307
C 0.493 4.943 1.024
O -0.370 4.045 1.623
H 0.645 6.275 -0.732
H -0.921 6.098 -0.281
H -0.220 4.711 -1.018
H 0.736 5.791 1.665
H 1.504 4.542 0.948
C -2.098 -3.894 2.488
C -1.470 -2.679 1.792
O -2.461 -1.681 1.607
H -2.250 -3.750 3.558
H -1.424 -4.719 2.258
H -3.050 -4.119 2.008
H -1.172 -3.070 0.819
H -0.608 -2.303 2.341
H -1.949 -0.882 1.462
C 2.532 -2.116 1.909
C 2.328 -3.636 2.203
O 2.650 -3.625 3.567
H 1.848 -1.543 2.535
H 2.294 -1.946 0.859
H 3.585 -1.882 2.070
H 2.961 -4.303 1.618
H 1.302 -3.887 1.934
H 2.910 -4.526 3.772
C 0.788 -2.558 -2.419
C 1.009 -4.034 -2.694
O 0.281 -4.449 -3.779
H 1.150 -1.795 -3.109
H 1.339 -2.289 -1.518
H -0.271 -2.369 -2.243
H 0.647 -4.624 -1.852
H 2.052 -4.349 -2.681
H -0.630 -4.558 -3.495
C -2.850 -1.751 -1.672
C -3.769 -2.976 -1.474
C -2.927 -4.299 -1.617
O -2.258 -4.412 -2.854
C -2.981 -4.764 -3.959
N -4.383 -2.922 -0.164
H -2.091 -1.705 -0.891
H -3.414 -0.853 -1.419
H -2.483 -1.644 -2.693
H -4.627 -3.045 -2.144
H -3.551 -5.158 -1.369
H -2.110 -4.342 -0.896
H -3.789 -4.096 -4.258
H -3.399 -5.764 -3.845
H -2.273 -4.727 -4.787
H -3.711 -2.512 0.469
H -5.118 -2.230 -0.178
C 0.722 3.522 5.004
C 1.441 2.568 4.035
C 2.497 1.656 4.775
O 3.054 0.621 4.015
C 4.049 1.094 3.057
N 0.314 1.721 3.582
H 1.414 4.155 5.559
H 0.286 2.966 5.834
H -0.145 4.027 4.579
H 1.961 3.121 3.253
H 2.024 1.202 5.646
H 3.328 2.253 5.151
H 4.946 1.421 3.582
H 3.788 1.877 2.345
H 4.224 0.201 2.457
H 0.714 0.923 3.108
H -0.117 1.319 4.402
C -4.700 1.487 4.105
C -3.540 1.587 3.094
C -4.008 2.356 1.815
O -2.816 2.714 1.086
C -3.140 2.812 -0.261
N -2.391 2.339 3.628
H -5.036 2.478 4.410
H -4.331 1.001 5.008
H -5.520 0.842 3.789
H -3.168 0.639 2.707
H -4.594 3.234 2.087
H -4.713 1.682 1.329
H -3.132 1.806 -0.680
H -2.290 3.337 -0.698
H -4.060 3.284 -0.607
H -2.740 3.205 4.014
H -2.084 1.859 4.462
C 7.887 0.194 -0.508
C 6.457 0.013 -0.017
C 5.514 1.091 -0.629
O 4.263 1.115 0.038
C 3.315 2.096 -0.337
N 5.861 -1.326 -0.383
H 7.921 -0.031 -1.574
H 8.585 -0.496 -0.035
H 8.359 1.135 -0.226
H 6.470 0.215 1.054
H 5.471 0.857 -1.693
H 6.050 2.039 -0.602
H 2.508 2.134 0.395
H 2.859 1.766 -1.270
H 3.839 3.052 -0.352
H 5.856 -1.513 -1.375
H 4.899 -1.213 -0.099
C -0.987 2.558 -3.961
C -1.105 1.597 -5.172
C -1.507 0.219 -4.738
O -1.440 -0.634 -5.864
C -1.873 -2.024 -5.650
N -2.113 2.139 -6.118
H -0.066 2.284 -3.446
H -1.813 2.466 -3.256
H -1.038 3.617 -4.214
H -0.209 1.666 -5.788
H -2.562 0.170 -4.466
H -0.937 -0.106 -3.868
H -1.516 -2.658 -6.462
H -2.941 -2.117 -5.454
H -1.344 -2.490 -4.819
H -2.945 2.141 -5.545
H -2.312 1.331 -6.691

=====

40
Properties=species:S:1:pos:R:3 method="wB97M-V/def2-TZVPD" gap_ev=8.140 total_energy_ha=-1913.502143 total_charge=-1
Pt 0.694 0.525 0.381
O 0.419 0.899 4.294
C 0.273 1.216 3.125
O -0.045 0.350 2.208
C 0.334 2.673 2.724
C 0.487 3.559 3.766
C 0.408 4.927 3.561
C 0.145 5.440 2.311
C 0.021 4.572 1.254
C 0.142 3.151 1.387
O 0.049 2.426 0.333
N -0.234 5.198 -0.047
O -0.793 6.288 -0.030
O 0.139 4.642 -1.054
N 0.574 5.839 4.679
O 0.837 5.365 5.769
O 0.472 7.034 4.463
H 0.641 3.158 4.757
H 0.049 6.502 2.152
C 0.542 -2.705 1.517
P 2.190 -2.045 1.803
C 3.323 -3.357 1.330
C 2.335 -1.826 3.578
O 2.474 -0.768 1.047
H 0.386 -3.618 2.093
H 0.430 -2.923 0.453
H -0.186 -1.951 1.816
H 3.118 -4.272 1.886
H 4.347 -3.035 1.526
H 3.217 -3.538 0.259
H 2.282 -2.783 4.099
H 1.528 -1.172 3.917
H 3.289 -1.342 3.796
O 1.526 0.247 -1.428
N 2.682 0.829 -1.545
C 3.628 0.028 -1.916
C 3.431 -1.389 -2.039
N 3.311 -2.530 -2.113
C 4.936 0.565 -2.147
N 5.993 0.965 -2.355

=====

20
Properties=species:S:1:pos:R:3 method="wB97M-V/def2-TZVPD" gap_ev=8.793 total_energy_ha=-1220.685976 smiles=ClP(c1ccc[nH]1)c1ccc[nH]1 e_above_lowest_kcal_mol=0.0 total_charge=0
Cl 0.476 2.527 -1.787
P 0.224 1.887 0.108
C -1.287 0.912 -0.045
C -1.460 -0.245 -0.684
C -2.684 -0.702 -0.263
C -3.186 0.184 0.577
N -2.347 1.242 0.713
C 1.392 0.504 0.127
C 1.790 -0.301 1.217
C 2.685 -1.272 0.666
C 2.823 -0.951 -0.677
N 1.998 0.071 -0.974
H -0.672 -0.863 -1.244
H -3.082 -1.746 -0.390
H -4.076 0.116 1.203
H -2.354 2.001 1.337
H 1.699 -0.120 2.212
H 3.020 -2.158 1.266
H 3.381 -1.431 -1.436
H 1.659 0.346 -1.924

=====

20
Properties=species:S:1:pos:R:3 method="wB97M-V/def2-TZVPD" gap_ev=9.933 total_energy_ha=-349.136207 e_above_lowest_kcal_mol=7.8 total_charge=0
C -2.527 0.222 -0.020
C -1.090 0.724 0.044
C 0.000 -0.314 -0.031
C -0.440 -1.734 -0.171
C 1.285 0.102 0.032
C 1.634 1.557 0.170
C 2.438 -0.791 -0.025
O 3.592 -0.431 0.029
H -2.752 -0.448 0.807
H -2.727 -0.297 -0.954
H -3.205 1.070 0.044
H -0.958 1.289 0.973
H -0.933 1.440 -0.770
H -1.040 -1.846 -1.073
H 0.388 -2.431 -0.224
H -1.066 -2.011 0.676
H 2.716 1.657 0.197
H 1.248 2.136 -0.668
H 1.221 1.976 1.087
H 2.214 -1.868 -0.124